# 1
Density functional theory data (ωB97M-V/def2-TZVPD) for one molecule with the formula C4H2O3S.

The value obtained for the relative energy (zero: lowest compared OMol25 entry of this formula, charge and spin) is 0.000 eV. The structure (SMILES) is O=C(O)C#CC(O)=S. As for the spin multiplicity: 1. Its total energy is -777.4562 hartree. As for the HOMO-LUMO gap: 8.21 eV. Its net charge is 0.

XYZ file:
```
10
Properties=species:S:1:pos:R:3:nbo_charge:R:1
O 2.647 -1.703 -0.030 -0.51
C 2.164 -0.590 0.004 0.73
O 2.982 0.447 0.068 -0.65
C 0.688 -0.327 -0.137 -0.05
C -0.495 -0.128 -0.062 -0.05
C -1.940 -0.035 -0.001 0.18
O -2.375 1.193 -0.009 -0.62
S -2.944 -1.371 0.046 -0.05
H 2.571 1.315 0.299 0.50
H -3.298 1.199 -0.178 0.51
```

# 2
Density functional theory data (ωB97M-V/def2-TZVPD) for C7H14N2 as an isolated structure.

The value obtained for the relative energy (zero: lowest compared OMol25 entry of this formula, charge and spin) is 5.244 eV. As for the spin multiplicity: 1. Its total energy is -384.4392 hartree. As for the HOMO-LUMO gap (alpha / beta): 8.84 / 8.84 eV. Its net charge is 0.

XYZ file:
```
23
Properties=species:S:1:pos:R:3:nbo_charge:R:1
C 0.173 2.780 0.963 -0.23
C -0.009 1.560 0.833 -0.04
C -0.384 -2.025 0.089 -0.58
C 1.221 -0.833 1.556 -0.60
C 1.435 -0.625 -1.023 -0.61
C -0.463 0.404 0.181 -0.17
C 0.506 -0.756 0.138 -0.07
N -2.330 1.389 -1.348 -0.64
N -1.027 1.029 -1.513 -0.42
H 0.558 3.712 1.103 0.22
H 0.177 -2.769 -0.324 0.21
H -0.743 -2.300 1.073 0.20
H -1.247 -1.811 -0.480 0.20
H 1.873 0.008 1.676 0.22
H 1.871 -1.796 1.543 0.20
H 0.536 -1.051 2.348 0.21
H 2.448 -0.094 -0.779 0.20
H 1.781 -1.523 -1.437 0.21
H 0.882 -0.067 -1.704 0.24
H -1.472 0.105 0.396 0.21
H -2.947 0.584 -1.069 0.35
H -2.402 2.180 -0.678 0.33
H -0.436 1.898 -1.542 0.35
```

# 3
Density functional theory data (ωB97M-V/def2-TZVPD) for a 2-piece molecular cluster, C6H16N3 overall.

The value obtained for the relative energy (zero: lowest compared OMol25 entry of this formula, charge and spin) is 3.845 eV. As for the spin multiplicity: 1. Its total energy is -402.0745 hartree. As for the HOMO-LUMO gap (alpha / beta): 4.36 / 8.77 eV. Its net charge is +1.

XYZ file:
```
25
Properties=species:S:1:pos:R:3:nbo_charge:R:1
C -2.742 0.889 0.791 -0.12
C -0.036 -0.638 -0.056 0.02
C -0.968 -1.404 -0.752 -0.02
C 3.206 -0.107 0.214 -0.64
C 1.057 0.709 -1.946 -0.45
C 1.898 0.625 0.326 -0.23
N -2.942 1.502 2.066 -0.75
N 0.901 0.225 -0.567 -0.33
N -1.774 -2.351 -0.150 -0.73
H -2.211 -0.107 0.898 0.18
H 0.074 -0.867 1.048 0.22
H -1.429 -1.099 -1.666 0.21
H 3.163 -0.818 -0.549 0.22
H 4.024 0.529 0.021 0.23
H 3.553 -0.626 1.074 0.23
H 2.117 0.571 -2.247 0.23
H 0.539 0.109 -2.738 0.24
H 0.967 1.910 -1.900 0.24
H 1.653 0.580 1.403 0.23
H 2.009 1.778 0.165 0.21
H -3.688 2.083 2.274 0.41
H -2.520 0.867 2.764 0.40
H -2.377 -2.641 -0.944 0.41
H -2.951 1.357 -0.024 0.17
H -1.522 -3.074 0.495 0.42
```

# 4
Density functional theory data (ωB97M-V/def2-TZVPD) for C24H32CsN6O4S4 as an isolated structure.

The value obtained for the relative energy (zero: lowest compared OMol25 entry of this formula, charge and spin) is 0.232 eV. As for the spin multiplicity: 1. Its total energy is -3176.2061 hartree. As for the HOMO-LUMO gap: 5.86 eV. Its net charge is -1.

XYZ file:
```
71
Properties=species:S:1:pos:R:3:mulliken_charge:R:1
Cs -0.570 2.896 0.080 1.09
C 1.132 -0.631 2.366 -0.84
C 0.492 -0.538 3.749 -0.73
N -0.285 0.682 3.935 -0.12
C -1.595 0.500 4.508 -0.56
C -2.617 -0.239 3.640 -0.75
S -2.817 0.545 2.011 -0.19
C -2.232 -0.725 0.853 -0.52
C -0.878 -1.348 1.158 -0.90
N 0.185 -0.368 1.298 0.31
H 1.630 -1.609 2.282 0.34
H 1.908 0.138 2.290 0.42
H 1.291 -0.596 4.498 0.39
H -0.139 -1.417 3.920 0.29
H -0.407 1.148 3.039 0.15
H -2.004 1.488 4.737 0.02
H -1.491 -0.029 5.464 0.41
H -3.586 -0.210 4.143 0.55
H -2.360 -1.287 3.502 0.32
H -2.192 -0.192 -0.101 0.08
H -2.990 -1.504 0.762 0.50
H -0.655 -2.072 0.360 0.38
H -0.957 -1.937 2.076 0.32
H 0.680 -0.284 0.413 0.01
S -2.852 4.338 -1.656 -0.64
C -2.436 3.168 -2.864 0.15
C -3.077 3.197 -4.125 -0.57
C -2.753 2.284 -5.092 -0.22
C -1.774 1.322 -4.826 -0.72
C -1.192 1.352 -3.580 -0.29
N -1.499 2.227 -2.617 -0.25
H -3.825 3.959 -4.295 0.36
H -3.247 2.309 -6.056 0.36
H -1.480 0.584 -5.558 0.40
H -0.419 0.635 -3.327 0.41
O 1.767 -7.782 -6.528 -0.68
S 1.529 -7.369 -5.160 1.18
O 0.212 -6.820 -4.909 -0.67
O 2.017 -8.287 -4.143 -0.69
C 2.657 -5.958 -4.911 0.10
N 3.875 -6.033 -5.451 -0.49
C 4.681 -5.007 -5.232 -0.29
C 4.313 -3.902 -4.481 -0.70
C 3.034 -3.933 -3.945 0.24
N 2.212 -4.953 -4.167 -0.34
C 2.481 -2.843 -3.096 1.28
C 1.104 -2.728 -2.938 -0.58
C 0.607 -1.720 -2.131 -0.59
N 1.376 -0.848 -1.476 -0.31
C 2.692 -0.968 -1.630 -0.70
C 3.287 -1.931 -2.424 -0.59
H 5.668 -5.064 -5.682 0.41
H 4.985 -3.067 -4.344 0.33
H 0.454 -3.436 -3.432 0.61
H -0.463 -1.601 -1.997 0.75
H 3.303 -0.259 -1.082 0.42
H 4.365 -1.979 -2.487 0.32
O 0.127 3.920 2.419 -0.56
S 0.565 4.703 3.630 0.18
C -0.051 3.829 5.094 -0.12
C -1.488 4.286 5.293 -0.57
C -1.445 5.801 5.109 -0.77
C -0.676 6.036 3.813 -0.62
H 0.587 4.122 5.929 0.40
H 0.082 2.767 4.877 -0.03
H -1.873 3.995 6.270 0.45
H -2.128 3.837 4.531 0.25
H -0.917 6.257 5.951 0.33
H -2.438 6.248 5.059 0.33
H -0.182 7.002 3.748 0.39
H -1.309 5.897 2.935 0.35
```